Record 1
Computed, not measured: a cluster of 2 separate species, C4H6N2O2 in total in a non-equilibrium geometry, with ωB97M-V with the def2-TZVPD basis set.

Geometry as XYZ:
```
14
Properties=species:S:1:pos:R:3:forces:R:3
C -0.1548 1.2780 1.1193 1.117 -0.217 -0.068
N 0.1286 1.6035 -0.1092 -1.563 0.186 3.283
C 0.6037 0.6855 -0.9594 2.479 0.145 -3.418
C 0.5161 -0.6814 -1.0102 0.546 3.247 -2.444
N -0.0898 -1.3550 -0.0122 -3.017 -0.925 1.228
H -0.5903 2.0399 1.7841 0.133 -0.366 -0.398
H 0.2268 0.3129 1.5976 -0.681 1.350 -0.576
H 1.0342 1.2452 -1.8834 -0.625 -1.553 1.474
H 0.7473 -0.9479 -2.0936 -0.229 -0.987 1.889
H -0.5334 -2.2402 -0.2803 0.506 0.341 0.001
H -0.8959 -0.7340 0.3901 1.797 -1.299 -0.518
O -2.5395 0.5198 -1.1565 -0.640 -0.253 1.401
C -1.8683 0.6884 -2.0715 -0.269 0.063 -0.824
O -1.3007 0.8396 -3.0594 0.445 0.270 -1.031
```
Positions in Å, forces in eV/Å.

Output
- E_HOMO: -0.2990 Ha
- M: 114.1 g mol⁻¹
- Calculated total energy: -11318.8685 eV
- ΔE to the lowest compared entry with this formula, charge and spin: 209.7 kJ/mol
- Orbital gap: 0.320 hartree
- 2S+1: 1

***

Record 2
Computed, not measured: the molecule C4H6N2O3 in a non-equilibrium geometry, with ωB97M-V with the def2-TZVPD basis set.

Geometry as XYZ:
```
15
Properties=species:S:1:pos:R:3:forces:R:3
C 0.7801 0.4373 -0.9856 0.173 0.368 -0.851
C 1.1003 1.7136 -1.6656 0.314 0.115 0.251
C -1.5396 -0.8786 1.2747 0.136 0.013 -0.150
C 0.3771 0.4277 0.3429 -0.960 -1.382 0.996
O -1.6284 -1.7469 2.2686 0.076 -0.292 0.274
N -0.2270 -0.9361 0.6686 -0.254 2.298 0.205
N 0.2548 -2.0823 0.4324 0.759 -1.619 -0.325
O -2.3865 -0.1467 0.8719 -0.155 0.152 0.050
O 0.2993 1.2785 1.2030 0.173 0.084 -0.269
H -2.5215 -1.7289 2.6442 0.029 0.150 -0.195
H 0.7236 -0.4630 -1.5797 -0.054 -0.082 0.130
H 1.2076 -1.9902 0.0671 -0.148 0.212 0.085
H 0.3422 1.9672 -2.4090 -0.060 -0.026 -0.029
H 1.1664 2.5224 -0.9337 0.006 -0.069 -0.169
H 2.0516 1.6260 -2.1997 -0.035 0.077 -0.001
```
Positions in Å, forces in eV/Å.

Output
- E_HOMO (alpha / beta): -0.2885 / -0.3353 Ha
- M: 130.1 g mol⁻¹
- Calculated total energy: -13364.8776 eV
- ΔE to the lowest compared entry with this formula, charge and spin: 395.7 kJ/mol
- Orbital gap (alpha / beta): 0.223 / 0.330 hartree
- 2S+1: 1

***

Record 3
Computed, not measured: a cluster of 2 separate species, C4H6N2O3 in total in a non-equilibrium geometry, with ωB97M-V with the def2-TZVPD basis set.

Geometry as XYZ:
```
15
Properties=species:S:1:pos:R:3:forces:R:3
H -0.1005 -2.2739 -1.2664 0.322 -1.401 -0.774
N -0.6836 -1.6338 -0.7942 -0.352 1.108 1.044
C -1.3344 -0.8768 -1.5419 -0.635 -0.536 -1.536
O -1.4942 -1.0486 -2.9034 -0.064 -0.062 0.719
C -1.8250 0.4152 -0.9924 0.317 0.940 0.182
O -2.4246 1.2169 -1.6754 0.236 -0.559 0.772
H -2.2519 -0.5369 -3.2452 0.502 0.150 0.457
H -1.3659 0.6197 0.0306 -0.923 -0.054 -0.764
C 1.8964 3.2896 0.2744 2.213 1.152 1.195
N 1.7176 1.9071 0.2138 -0.455 -0.144 1.022
C 1.4888 0.9673 -0.4495 -0.184 -0.750 -1.306
O 1.2640 0.0190 -1.1034 0.523 0.164 0.109
H 3.0037 3.4418 0.4741 -1.189 0.276 -0.622
H 1.5489 3.8267 -0.5841 0.047 0.101 -0.762
H 1.4273 3.7682 1.1282 -0.358 -0.386 0.261
```
Positions in Å, forces in eV/Å.

Output
- E_HOMO: -0.3690 Ha
- M: 130.1 g mol⁻¹
- Calculated total energy: -13366.4974 eV
- ΔE to the lowest compared entry with this formula, charge and spin: 239.4 kJ/mol
- Orbital gap: 0.369 hartree
- 2S+1: 1

***

Record 4
Computed, not measured: the molecule C4H6N2O3 in a non-equilibrium geometry, with ωB97M-V with the def2-TZVPD basis set.

Geometry as XYZ:
```
15
Properties=species:S:1:pos:R:3:forces:R:3
C 0.4857 2.2100 0.0274 2.516 -3.668 -0.693
C 0.1222 0.8646 0.0087 -0.982 4.213 0.355
C -1.3648 0.5222 0.0486 3.265 1.931 -1.875
N -1.7119 -0.6555 -0.1456 2.481 -2.092 1.019
O -2.8775 -1.0314 0.3337 -3.179 -1.697 -1.275
C 1.2094 -0.0755 0.1474 2.466 -1.684 1.436
O 2.4557 0.1430 0.3092 -2.456 0.612 -1.117
N 0.8542 -1.3730 0.1794 -2.590 0.597 -0.745
O 1.8568 -2.2103 -0.0989 1.285 -1.491 -0.169
H -0.1711 2.9886 -0.1958 -1.132 1.120 0.085
H 1.6222 2.4176 0.0269 -2.104 -0.260 0.233
H -1.9455 1.3824 -0.1870 -1.297 0.707 1.279
H -2.9944 -1.9261 -0.0941 -0.203 1.280 0.922
H -0.1162 -1.6981 -0.0926 1.571 0.709 0.279
H 2.5753 -1.5585 -0.2673 0.360 -0.278 0.265
```
Positions in Å, forces in eV/Å.

Output
- E_HOMO: -0.3267 Ha
- M: 130.1 g mol⁻¹
- Calculated total energy: -13362.8832 eV
- ΔE to the lowest compared entry with this formula, charge and spin: 588.1 kJ/mol
- Orbital gap: 0.316 hartree
- 2S+1: 1